5 unconnected molecules or ions with the total composition C11H31Cl4O12P3 in a non-equilibrium geometry. Source: OMol25; level of theory: ωB97M-V/def2-TZVPD.

Summary:
Molecular weight: 590.1 g/mol
Calculated total energy: -4205.673033 Ha
Energy above the lowest of the compared OMol25 structures with the same formula, charge and spin: 0.00 kcal/mol
HOMO energy: -10.286 eV

Bonds (Å) are listed after each position.
Element x y z (Å)
1 C 2.3937 -2.3222 2.1381  Cl2 1.791, Cl3 1.768, H4 1.083, H5 1.084
2 Cl 3.1929 -3.7798 1.4719  C1 1.791
3 Cl 2.6244 -0.8947 1.1211  C1 1.768
4 H 1.3494 -2.5425 2.3190  C1 1.083
5 H 2.9235 -2.1322 3.0642  C1 1.084
6 C -1.1993 -0.2892 0.1234  Cl7 1.762, Cl8 1.769, H9 1.083, H10 1.082
7 Cl -1.0803 -1.8306 0.9687  C6 1.762
8 Cl -2.8503 0.0592 -0.4083  C6 1.769
9 H -0.9152 0.4613 0.8501  C6 1.083
10 H -0.5285 -0.2924 -0.7260  C6 1.082
11 C -2.3189 -3.8121 -2.0756  O12 1.432, H19 1.090, H20 1.088, H21 1.092
12 O -0.9432 -3.4743 -2.2826  C11 1.432, P13 1.607
13 P 0.0535 -4.5333 -2.9665  O12 1.607, O14 1.471, O15 1.579, O17 1.613
14 O 0.5082 -5.6329 -2.1010  P13 1.471
15 O 1.2258 -3.5846 -3.4344  P13 1.579, C16 1.416
16 C 2.1746 -3.0594 -2.5244  O15 1.416, H22 1.090, H23 1.089, H24 1.096
17 O -0.6586 -4.9158 -4.3622  P13 1.613, C18 1.438
18 C -0.2926 -6.1908 -4.9167  O17 1.438, H25 1.087, H26 1.089, H27 1.093
19 H -2.5119 -3.4916 -1.0515  C11 1.090
20 H -2.4547 -4.8765 -2.2540  C11 1.088
21 H -3.0538 -3.2237 -2.6288  C11 1.092
22 H 3.1757 -3.1647 -2.9424  C16 1.090
23 H 2.1408 -3.4440 -1.5059  C16 1.089
24 H 2.0054 -1.9782 -2.4681  C16 1.096
25 H 0.4326 -6.7813 -4.3627  C18 1.087
26 H 0.0021 -6.1362 -5.9638  C18 1.089
27 H -1.2366 -6.7421 -4.9283  C18 1.093
28 C 0.8054 2.0588 3.0400  O29 1.424, H36 1.087, H37 1.091, H38 1.090
29 O 0.1294 1.1376 3.8904  C28 1.424, P30 1.576
30 P -0.9092 1.5475 5.0020  O29 1.576, O31 1.471, O32 1.573, O34 1.605
31 O -1.2250 0.5112 5.9977  P30 1.471
32 O -0.4325 2.9567 5.5134  P30 1.573, C33 1.427
33 C -0.8874 3.5277 6.7394  O32 1.427, H39 1.091, H40 1.092, H41 1.090
34 O -2.1311 1.9491 4.0417  P30 1.605, C35 1.433
35 C -2.9681 0.9328 3.4761  O34 1.433, H42 1.088, H43 1.087, H44 1.094
36 H 1.0090 1.4676 2.1503  C28 1.087
37 H 1.7576 2.4384 3.4142  C28 1.091
38 H 0.1682 2.9140 2.8140  C28 1.090
39 H -1.8547 4.0310 6.7141  C33 1.091
40 H -0.1288 4.2927 6.9172  C33 1.092
41 H -0.8866 2.7817 7.5337  C33 1.090
42 H -3.9323 1.4288 3.3841  C35 1.088
43 H -2.9322 0.0095 4.0490  C35 1.087
44 H -2.6365 0.7449 2.4510  C35 1.094
45 C 0.9605 5.4737 -2.2558  O46 1.420, H53 1.092, H54 1.087, H55 1.100
46 O 0.7037 4.5147 -1.2399  C45 1.420, P47 1.599
47 P 0.8744 2.9352 -1.4212  O46 1.599, O48 1.458, O49 1.636, O51 1.581
48 O 0.3939 2.1517 -0.2899  P47 1.458
49 O -0.0981 2.6672 -2.7092  P47 1.636, C50 1.415
50 C -1.4897 2.8438 -2.5244  O49 1.415, H56 1.088, H57 1.097, H58 1.094
51 O 2.3653 2.7584 -1.9153  P47 1.581, C52 1.459
52 C 2.9284 1.4131 -1.9352  O51 1.459, H59 1.083, H60 1.088, H61 1.092
53 H 1.2732 5.1439 -3.2486  C45 1.092
54 H 1.5530 6.3388 -1.9697  C45 1.087
55 H -0.0556 5.8403 -2.4610  C45 1.100
56 H -1.9220 2.8679 -1.5266  C50 1.088
57 H -1.9532 1.9784 -3.0146  C50 1.097
58 H -1.9071 3.6300 -3.1607  C50 1.094
59 H 3.7320 1.3907 -2.6602  C52 1.083
60 H 2.1943 0.6149 -2.0193  C52 1.088
61 H 3.3431 1.3123 -0.9301  C52 1.092